Entry 1:
Here is C49H59Cl2GaN2P4 as an isolated structure in a non-equilibrium geometry from the OMol25 dataset. Energies are from wB97M-V/def2-TZVPD.

CARTESIAN COORDINATES (ANGSTROEM)
Ga (-0.172, 0.620, 0.214)
C (-0.736, -2.299, 2.568)
C (0.276, -1.315, 3.269)
C (1.707, -1.828, 3.096)
P (0.060, 0.351, 2.589)
C (1.078, 1.397, 3.828)
C (0.733, 2.895, 4.025)
C (2.611, 1.200, 3.681)
C (-1.608, 0.980, 2.778)
C (-2.198, 0.886, 4.067)
C (-3.372, 1.523, 4.393)
C (-3.918, 2.396, 3.455)
C (-3.353, 2.556, 2.226)
C (-2.173, 1.861, 1.838)
N (-1.538, 1.923, 0.597)
C (-1.931, 2.665, -0.512)
C (-3.236, 3.013, -0.876)
C (-3.518, 3.755, -1.995)
C (-2.479, 4.028, -2.887)
C (-1.162, 3.555, -2.631)
C (-0.882, 2.893, -1.471)
P (0.761, 2.364, -1.013)
C (1.609, 3.644, 0.004)
C (0.727, 4.660, 0.706)
C (2.472, 2.924, 1.036)
C (1.899, 2.128, -2.441)
C (1.379, 1.182, -3.498)
C (3.242, 1.707, -1.887)
H (-0.534, -3.299, 2.936)
H (-0.545, -2.312, 1.497)
H (-1.765, -2.033, 2.735)
H (0.014, -1.209, 4.329)
H (2.064, -1.661, 2.078)
H (1.723, -2.907, 3.250)
H (2.410, -1.321, 3.733)
H (0.805, 0.845, 4.714)
H (1.138, 3.524, 3.200)
H (1.266, 3.220, 4.909)
H (-0.340, 3.109, 4.108)
H (3.097, 2.153, 3.843)
H (2.932, 0.857, 2.662)
H (2.998, 0.555, 4.443)
H (-1.648, 0.313, 4.803)
H (-3.791, 1.344, 5.349)
H (-4.795, 2.924, 3.766)
H (-3.750, 3.296, 1.591)
H (-4.109, 2.683, -0.309)
H (-4.504, 4.094, -2.240)
H (-2.638, 4.536, -3.814)
H (-0.411, 3.699, -3.424)
H (2.238, 4.120, -0.751)
H (-0.030, 4.226, 1.336)
H (0.219, 5.341, 0.008)
H (1.332, 5.290, 1.378)
H (1.827, 2.402, 1.749)
H (3.040, 3.644, 1.590)
H (3.204, 2.219, 0.613)
H (1.977, 3.158, -2.814)
H (1.199, 0.223, -3.025)
H (2.186, 1.018, -4.223)
H (0.465, 1.529, -3.970)
H (3.212, 0.828, -1.259)
H (3.695, 2.537, -1.358)
H (3.956, 1.504, -2.712)
N (-0.469, -2.070, -1.721)
P (-1.521, -0.971, -1.086)
C (-2.785, -1.813, -0.045)
C (-3.098, -3.127, -0.204)
C (-4.112, -3.740, 0.559)
C (-4.778, -2.989, 1.527)
C (-4.506, -1.604, 1.636)
C (-3.510, -1.040, 0.879)
C (-2.545, -0.247, -2.413)
C (-1.985, 0.263, -3.566)
C (-2.741, 0.943, -4.499)
C (-4.089, 1.126, -4.256)
C (-4.692, 0.609, -3.117)
C (-3.903, -0.054, -2.189)
P (1.140, -2.212, -1.104)
C (1.155, -3.848, -0.214)
C (0.013, -4.634, -0.078)
C (0.035, -5.661, 0.840)
C (1.138, -5.923, 1.629)
C (2.315, -5.144, 1.485)
C (2.253, -4.075, 0.594)
C (2.076, -2.430, -2.687)
C (1.523, -2.907, -3.875)
C (2.328, -2.991, -5.000)
C (3.648, -2.596, -4.961)
C (4.203, -2.149, -3.746)
C (3.382, -2.027, -2.640)
H (-0.749, -2.673, -2.481)
H (-2.620, -3.758, -0.940)
H (-4.364, -4.755, 0.389)
H (-5.552, -3.440, 2.133)
H (-5.065, -0.959, 2.310)
H (-3.317, 0.015, 0.887)
H (-0.922, 0.102, -3.740)
H (-2.317, 1.377, -5.388)
H (-4.739, 1.625, -4.940)
H (-5.742, 0.727, -2.971)
H (-4.329, -0.481, -1.301)
H (-0.843, -4.411, -0.655)
H (-0.897, -6.207, 0.984)
H (1.058, -6.704, 2.337)
H (3.107, -5.345, 2.172)
H (3.158, -3.444, 0.449)
H (0.455, -3.141, -3.945)
H (1.864, -3.198, -5.947)
H (4.259, -2.645, -5.855)
H (5.256, -1.865, -3.705)
H (3.763, -1.623, -1.692)
Cl (7.055, 0.428, -0.766)
C (6.823, 0.051, 0.936)
Cl (5.316, -0.891, 1.318)
H (6.819, 0.993, 1.461)
H (7.629, -0.581, 1.318)

Forces on the atoms, in the same order (eV/Å):
Ga 0.2913 -0.4498 0.2354
C 1.1773 0.6757 0.4890
C -1.0883 -0.8955 -0.5485
C -0.1812 0.1087 -0.4001
P 0.4231 1.0084 0.0653
C 0.2902 0.1000 -0.8158
C -0.0118 -0.1581 -1.1355
C -0.0543 0.2112 -1.2263
C -0.4707 0.4097 1.6340
C 0.6040 -0.2881 -0.7735
C 0.8050 -0.2460 -0.6364
C -0.0220 -0.7379 1.0229
C 1.2506 -0.1956 -0.4709
C -0.3021 -0.2546 -0.2014
N -0.7131 0.2798 0.6278
C 0.3465 -0.3288 -0.9378
C -0.5931 -0.3279 1.1723
C 1.6183 0.3265 -1.3028
C 1.1069 -0.5361 0.4615
C -1.3198 0.8941 -1.4800
C -0.5068 0.3209 0.8747
P 0.1196 -0.2938 -0.0609
C 0.1764 -0.4401 0.1825
C -0.0953 1.0120 -0.3408
C 0.0597 -0.5829 -0.2854
C -0.6875 0.5848 0.2939
C 0.4227 -0.0768 0.0978
C 1.1238 0.3471 -0.8719
H -0.0961 -0.1824 0.0791
H 0.0317 -0.0293 -0.1220
H -0.3913 0.0967 0.1346
H 0.0698 -0.2240 -0.0703
H -0.1087 -0.0289 -0.1637
H 0.0787 0.1063 0.2178
H 0.1901 -0.1109 0.4036
H -0.4075 -0.0151 0.4952
H -0.3576 -0.5308 0.5716
H -0.1036 0.0778 0.4009
H 0.2512 -0.1637 0.1551
H 0.1348 0.3166 -0.0343
H -0.2298 0.0591 1.0794
H 0.1981 -0.5394 0.2325
H -0.2866 -0.1861 0.1927
H -0.4639 0.1534 0.7024
H -0.3995 0.4425 -0.2644
H -0.4135 0.5980 -0.7261
H 0.5520 0.0889 0.1928
H -0.4372 -0.0652 0.0866
H -0.2573 0.3175 -0.2978
H -0.2782 0.0200 0.5659
H 0.0689 0.2918 0.1389
H -0.3698 -0.4727 0.1589
H 0.1324 -0.2515 0.1181
H 0.0041 -0.2003 -0.3542
H 0.2473 0.0938 -0.4160
H 0.3404 0.5212 0.4100
H -0.4425 0.1187 0.1646
H 0.1169 -0.1397 -0.2801
H -0.1445 -0.4030 -0.0193
H -0.3661 0.0776 -0.0932
H 0.1074 0.0790 -0.1681
H -0.1053 -0.2884 0.2207
H 0.1438 -0.0364 0.3000
H -0.5418 -0.0411 0.2945
N 0.3648 -0.1572 -0.0159
P -0.9943 -0.1323 0.2949
C 0.4952 1.2135 0.1707
C -0.6985 -1.5896 -0.0820
C 0.3881 1.6010 0.5256
C 0.1904 0.5992 -0.5691
C -0.2142 -0.6336 0.3688
C 0.3003 -0.2174 -0.7707
C 0.0107 0.1235 0.5601
C 1.2125 -0.1604 -0.4642
C -0.3105 0.1763 0.1171
C -0.5599 -0.4251 0.4243
C 1.0450 -0.1463 -0.0558
C -0.3411 -0.3150 0.0618
P 0.1305 -0.3424 -0.3541
C -0.6492 0.9760 -0.3236
C 1.4287 0.2794 0.1785
C -0.9894 -0.2120 0.1134
C 0.8209 1.0761 -0.7747
C -2.2582 -0.3437 -0.0484
C 1.9429 -0.1148 -0.0758
C -1.4595 -0.2879 0.6273
C -0.1263 0.1198 0.2753
C -0.7496 0.6021 -0.1995
C 0.8427 0.0705 0.9119
C 0.1237 -0.0150 -0.9803
C 1.2133 0.2243 0.6764
H -0.2788 -0.0310 -0.0423
H 0.0989 0.1693 -0.1382
H -0.1214 -0.7810 -0.0691
H 0.0093 0.0068 0.0089
H 0.0147 -0.2816 -0.0152
H -0.0863 0.3115 0.3356
H -0.2841 0.0444 -0.0577
H 0.2765 -0.1221 -0.1456
H -0.0434 0.3993 -0.5838
H -0.5229 0.0266 0.1774
H -0.3793 0.0658 0.1062
H -0.6828 -0.0213 -0.3912
H 0.3196 -0.1857 0.0182
H 0.2106 -0.6531 0.6607
H 0.7266 0.1201 -0.0436
H -0.6762 -0.3377 0.2955
H 0.4890 -0.1079 -0.0989
H -0.0047 -0.4513 -0.2343
H -0.0348 0.0182 0.0740
H -0.3631 -0.0370 0.0397
H 0.0842 -0.1503 -0.4278
Cl -0.2032 -0.2628 0.0366
C 0.1567 -0.5572 0.4438
Cl 0.3464 0.5895 -0.3474
H -0.3241 0.0301 0.2227
H -0.1220 0.2127 -0.3916

The charge is +2. As for the HOMO-LUMO gap: 7.11 eV.

Atom charges from the Löwdin analysis, given in e for atoms 1 to 8: 0.34, -0.07, -0.49, -0.09, 1.06, -0.44, -0.06, -0.11


Entry 2:
Here is a 13-piece molecular cluster, C49H61FN15O10PS overall in a non-equilibrium geometry from the OMol25 dataset. Energies are from wB97M-V/def2-TZVPD.

CARTESIAN COORDINATES (ANGSTROEM)
N (4.825, 2.441, 0.947)
P (3.198, 2.142, 1.527)
O (3.337, 2.073, 3.203)
C (2.795, 0.478, 0.779)
C (2.828, -0.789, 1.396)
C (3.191, -0.952, 2.864)
C (1.926, -1.030, 3.779)
C (1.028, 0.222, 3.718)
C (1.166, 1.099, 4.964)
O (1.652, 0.711, 5.992)
O (0.667, 2.402, 4.939)
C (2.527, -1.950, 0.698)
C (2.184, -1.950, -0.656)
C (1.867, -3.238, -1.329)
C (2.647, -3.789, -2.340)
C (2.345, -4.994, -3.012)
N (1.258, -5.689, -2.683)
C (0.511, -5.157, -1.727)
C (0.722, -3.998, -1.000)
C (2.134, -0.692, -1.277)
C (2.425, 0.492, -0.581)
C (2.316, 1.772, -1.380)
O (3.057, 2.718, -1.274)
C (1.194, 1.805, -2.414)
C (0.465, 3.118, -2.610)
C (-0.536, 3.273, -1.414)
C (-1.924, 2.686, -1.756)
C (-2.588, 1.976, -0.551)
S (-3.871, 0.829, -1.051)
O (-4.451, 0.217, 0.128)
O (-3.378, -0.201, -1.925)
O (-5.030, 1.643, -1.810)
C (0.918, 0.676, -3.071)
C (-0.165, 0.499, -4.106)
O (-0.853, -0.488, -4.048)
N (-0.397, 1.427, -5.196)
C (0.507, 1.253, -6.266)
O (0.197, 0.807, -7.327)
F (1.749, 1.676, -5.991)
C (1.718, -0.580, -2.747)
O (2.014, -1.375, -3.598)
H (5.202, 1.596, 0.526)
H (5.380, 2.740, 1.746)
H (4.232, 1.772, 3.424)
H (3.651, -1.952, 2.956)
H (3.943, -0.249, 3.231)
H (1.328, -1.856, 3.354)
H (2.180, -1.352, 4.795)
H (-0.028, -0.102, 3.705)
H (1.167, 0.823, 2.810)
H (1.351, 2.975, 4.565)
H (2.570, -2.920, 1.195)
H (3.529, -3.230, -2.658)
H (2.986, -5.357, -3.814)
H (-0.401, -5.713, -1.476)
H (0.035, -3.676, -0.218)
H (1.235, 3.913, -2.539)
H (-0.016, 3.233, -3.584)
H (-0.128, 2.672, -0.579)
H (-0.567, 4.310, -1.059)
H (-1.882, 1.938, -2.566)
H (-2.566, 3.509, -2.104)
H (-1.878, 1.379, 0.038)
H (-3.004, 2.739, 0.128)
H (-5.895, 1.237, -1.616)
H (-1.304, 1.164, -5.579)
C (-7.167, 4.329, -0.273)
C (-7.805, 3.148, -0.863)
N (-8.287, 2.215, -1.332)
H (-6.606, 4.039, 0.615)
H (-6.489, 4.778, -0.992)
H (-7.924, 5.058, 0.003)
C (2.378, -4.775, -7.420)
C (2.587, -5.970, -6.596)
N (2.751, -6.901, -5.941)
H (2.367, -5.049, -8.474)
H (1.428, -4.310, -7.162)
H (3.182, -4.062, -7.244)
C (6.549, -2.831, -6.604)
C (5.662, -3.370, -5.568)
N (4.968, -3.793, -4.755)
H (5.987, -2.183, -7.275)
H (7.349, -2.254, -6.143)
H (6.993, -3.639, -7.182)
C (-4.602, 4.504, 3.022)
C (-3.817, 4.615, 1.787)
N (-3.200, 4.702, 0.820)
H (-4.528, 3.491, 3.415)
H (-4.221, 5.203, 3.764)
H (-5.646, 4.732, 2.818)
C (-7.511, 5.001, -4.731)
C (-7.807, 5.646, -3.447)
N (-8.039, 6.151, -2.439)
H (-8.432, 4.632, -5.180)
H (-7.047, 5.713, -5.408)
H (-6.831, 4.164, -4.576)
C (0.231, -1.664, 9.011)
C (0.742, -2.304, 7.796)
N (1.142, -2.792, 6.836)
H (-0.373, -2.377, 9.580)
H (1.063, -1.324, 9.626)
H (-0.386, -0.808, 8.746)
C (-1.314, -5.603, 11.108)
C (-1.582, -4.577, 10.094)
N (-1.792, -3.777, 9.295)
H (-1.454, -5.186, 12.104)
H (-1.996, -6.443, 10.976)
H (-0.288, -5.956, 11.012)
C (-8.478, 7.735, -7.815)
C (-7.425, 6.737, -7.595)
N (-6.601, 5.954, -7.422)
H (-9.085, 7.447, -8.672)
H (-9.114, 7.802, -6.934)
H (-8.029, 8.708, -8.006)
C (-2.331, -9.481, 9.490)
C (-2.706, -8.803, 10.737)
N (-2.999, -8.270, 11.713)
H (-3.211, -9.934, 9.038)
H (-1.903, -8.761, 8.794)
H (-1.597, -10.257, 9.698)
C (-0.624, 2.589, 10.041)
C (-0.448, 1.428, 10.922)
N (-0.311, 0.515, 11.607)
H (-0.630, 2.266, 9.001)
H (-1.567, 3.084, 10.267)
H (0.193, 3.292, 10.190)
C (9.241, -6.415, -7.136)
C (8.984, -5.390, -8.155)
N (8.790, -4.592, -8.959)
H (9.080, -5.998, -6.143)
H (8.567, -7.257, -7.282)
H (10.269, -6.762, -7.214)
C (4.444, 5.274, -3.107)
C (3.042, 5.683, -3.248)
N (1.941, 5.994, -3.359)
H (4.735, 4.660, -3.958)
H (5.083, 6.155, -3.067)
H (4.567, 4.698, -2.191)

Forces on the atoms, in the same order (eV/Å):
N -0.8021 -0.8890 0.9990
P -1.0416 1.4956 -0.5740
O 0.9472 -0.4172 -0.9389
C 0.7750 -0.5709 -0.3091
C 0.4342 0.5847 0.8815
C -0.2028 -1.0222 0.4644
C -0.1291 -0.1497 -1.0946
C -0.3655 0.1251 0.7825
C 0.6683 0.1045 0.6561
O -0.2717 -0.0900 -0.4672
O -0.0221 -0.5038 -0.6023
C -0.2851 -0.2485 -0.4120
C 0.2228 0.4605 0.2550
C -0.7858 -1.1352 -0.4162
C 1.0410 0.3292 -0.6102
C -0.1379 0.9459 0.9907
N 0.3936 0.3111 -0.3396
C -1.5376 -0.6339 0.8843
C 1.0401 0.7590 -0.1720
C -0.2608 -0.2353 -0.8939
C -0.0385 0.1620 -0.0925
C -0.6672 -0.4734 -0.4675
O -0.0312 -0.0597 0.2706
C -0.4622 0.3544 -0.4677
C 0.8899 0.5693 0.9487
C 0.3454 -0.7910 -0.1712
C -0.2301 -0.0657 0.1260
C -0.2505 1.2145 -0.5633
S -0.8938 -3.4076 1.0584
O -0.0948 1.4773 0.2230
O 0.6737 1.4099 -0.7383
O 0.9325 0.6056 0.2160
C 0.2863 -0.2209 -0.3289
C 0.0428 -1.0440 0.2981
O 0.0480 0.5850 0.1257
N 0.7024 -0.3678 -0.0689
C -0.6147 -0.0565 -0.5577
O 0.5735 0.5393 0.5232
F -0.4433 -0.2381 0.2020
C -0.2284 0.6864 0.5687
O -0.0908 0.1238 0.0028
H 0.3278 0.1947 0.1391
H 0.3069 0.0169 -0.3271
H -0.2596 -0.1227 0.4403
H 0.0150 0.4018 -0.0125
H -0.2998 -0.0168 -0.2016
H 0.2204 0.1884 0.2091
H -0.0832 0.4274 -0.1876
H 0.2560 0.2072 0.0235
H -0.0737 -0.1531 0.2984
H -0.0644 -0.0636 -0.1368
H 0.0332 0.2949 0.0571
H -0.2074 -0.3132 0.0068
H -0.1637 0.0303 0.2729
H 0.3202 0.0319 -0.1517
H 0.0486 -0.1517 -0.2724
H -0.5587 -0.4278 -0.0272
H 0.0479 -0.2527 0.2539
H -0.0607 0.3732 -0.1176
H -0.2424 -0.2408 -0.2085
H 0.3004 0.3334 0.1676
H 0.0238 -0.3637 0.0697
H -0.3182 -0.2199 -0.4018
H -0.0868 -0.6312 -0.3254
H 0.0991 -0.0244 0.1697
H 0.0588 -0.0169 0.0952
C -0.0319 -0.2737 0.1663
C 0.0735 0.0314 0.0063
N 0.2024 0.1761 0.0703
H -0.0215 -0.1168 -0.0483
H -0.0122 0.0158 0.0235
H 0.0066 0.0230 -0.0936
C 0.0123 -0.2136 0.1234
C 0.0063 0.0466 0.0154
N 0.0172 0.1753 -0.2184
H -0.0081 -0.0072 0.0143
H 0.0189 0.0028 0.0196
H -0.0202 -0.0094 0.0504
C -0.1191 -0.0958 0.1728
C 0.0290 0.0252 -0.0190
N 0.1958 0.0896 -0.2423
H 0.0006 -0.0089 0.0106
H -0.0281 0.0098 0.0114
H -0.0352 0.0173 -0.0273
C 0.1509 -0.0065 -0.2054
C -0.0023 0.0808 0.0549
N -0.2379 0.1760 0.3356
H 0.0055 0.0016 -0.0254
H 0.0059 -0.0002 -0.0218
H 0.0133 0.0095 0.0065
C -0.0717 0.1495 0.5038
C -0.0570 -0.0919 -0.0307
N 0.0104 -0.0005 -0.3826
H 0.0065 -0.0076 0.0205
H -0.0150 -0.1756 0.2678
H -0.0145 0.0034 0.0054
C 0.2654 -0.0981 0.0667
C -0.0694 0.0586 -0.0069
N -0.0441 0.0350 0.1676
H 0.2911 0.4279 -0.2560
H -0.0006 0.0651 -0.0610
H -0.0036 -0.0248 -0.0155
C -0.0545 0.1945 -0.2849
C -0.0464 -0.0719 0.0083
N -0.2964 -0.5910 0.2446
H -0.0260 -0.0134 -0.0131
H 0.1242 0.2747 0.0912
H -0.0009 0.0313 -0.0072
C 0.1787 -0.1792 0.0530
C 0.0526 0.0600 -0.2412
N -0.2010 0.3480 -0.3593
H 0.0141 -0.0108 0.0104
H 0.0131 -0.0033 -0.0031
H 0.0069 -0.0158 0.0089
C -0.0602 0.1219 0.2223
C -0.0813 -0.1567 0.0131
N 0.0412 -0.2753 -0.2717
H 0.0023 0.0175 0.0102
H -0.0114 0.0003 0.0100
H -0.0078 0.0133 0.0095
C 0.0226 -0.2221 0.1444
C -0.0056 0.0262 -0.0154
N -0.0255 0.2130 -0.1701
H 0.0285 0.0009 0.0090
H 0.0083 -0.0158 0.0090
H -0.0004 -0.0179 -0.0062
C -0.0619 0.1833 -0.1822
C 0.0751 -0.1330 0.0425
N -0.0181 -0.1015 0.2012
H -0.0050 -0.0093 -0.0114
H -0.0018 0.0188 0.0013
H -0.0097 0.0164 -0.0092
C -0.1966 0.0707 0.0393
C 0.0479 0.0082 -0.0038
N 0.3144 0.0153 0.0013
H -0.0215 0.0049 0.0029
H -0.0229 0.0035 -0.0210
H -0.0628 -0.0196 -0.0148

As for the HOMO-LUMO gap: 7.75 eV.

Atom charges from the Löwdin analysis, given in e for atoms 1 to 8: -0.16, 0.92, -0.33, -0.23, -0.20, -0.14, -0.15, -0.10